No. 1
The following is a quantum chemistry calculation of the molecule C3H6N2O2, from the Open Molecules 2025 dataset.

Its total charge is 0. Its relative energy (zero: lowest compared OMol25 entry of this formula, charge and spin) is 120.99 kcal/mol. The LUMO energy comes out at 0.871 eV. Its SMILES is C=NOCC(N)=O. The energy is -377.7665 a.u. For the HOMO energy, the calculation gives -0.3421 hartree.

Each line ends with the Mulliken charge.
CARTESIAN COORDINATES (ANGSTROEM)
1 C 1.0288 0.7683 -2.1608  -0.21
2 N 1.4145 -0.2507 -1.5690  -0.25
3 O 0.3920 -0.5387 -0.2876  -0.31
4 C -0.6330 0.3773 -0.0971  -0.68
5 C -0.8821 -0.7626 1.1479  0.54
6 N 0.0048 -0.6591 2.1668  -0.39
7 O -1.9340 -1.3380 1.1801  -0.56
8 H 1.5665 1.1767 -3.0096  0.31
9 H 0.0928 1.2814 -1.7862  0.28
10 H -0.3670 1.3634 0.2836  0.39
11 H -1.4849 0.2792 -0.7681  0.39
12 H 0.9616 -0.4498 1.9309  0.23
13 H -0.1602 -1.2474 2.9690  0.25

Forces on atoms 1 to 3 (eV/Å):
C -1.38 0.84 0.49
N -0.85 -0.82 1.75
O 3.32 0.85 -4.19



No. 2
The following is a quantum chemistry calculation of a structure of composition C3H6N2O2, from the Open Molecules 2025 dataset.

Its total charge is 0. Its relative energy (zero: lowest compared OMol25 entry of this formula, charge and spin) is 64.20 kcal/mol. The LUMO energy comes out at 0.821 eV. The energy is -377.8570 a.u. For the HOMO energy, the calculation gives -0.3357 hartree.

Each line ends with the Mulliken charge.
CARTESIAN COORDINATES (ANGSTROEM)
1 N 1.5800 0.4738 -0.7649  -0.54
2 C 0.4163 -0.3346 -0.6147  0.81
3 O 0.0458 -1.0965 -1.5094  -0.69
4 C 0.4531 -0.6823 0.8743  -0.54
5 O -0.9473 -0.7593 1.4065  -0.34
6 C -1.6564 0.0941 0.6852  0.05
7 N -1.0590 0.7319 -0.2454  -0.40
8 H 2.0167 0.2729 -1.6455  0.24
9 H 1.5214 1.4553 -0.5265  0.21
10 H 0.9089 0.1170 1.4599  0.26
11 H 1.0391 -1.6079 0.9645  0.30
12 H -2.7139 0.2255 0.9211  0.39
13 H -1.6047 1.1102 -1.0052  0.24

Forces on atoms 1 to 3 (eV/Å):
N 0.21 0.12 -0.59
C 0.95 -0.39 0.28
O 0.32 0.02 0.37



No. 3
The following is a quantum chemistry calculation of the molecule C3H6N2O2, from the Open Molecules 2025 dataset.

Its total charge is 0. Its relative energy (zero: lowest compared OMol25 entry of this formula, charge and spin) is 31.26 kcal/mol. The LUMO energy comes out at 0.763 eV. Its SMILES is [H]/N=C/OCC(N)=O. The energy is -377.9095 a.u. For the HOMO energy, the calculation gives -0.3580 hartree.

Each line ends with the Mulliken charge.
CARTESIAN COORDINATES (ANGSTROEM)
1 H -1.7848 -1.0778 -1.8958  0.21
2 N -1.1895 -0.5622 -1.2561  -0.68
3 C -1.6149 -0.6861 -0.0686  0.21
4 O -1.0303 -0.1797 1.0099  -0.34
5 C -0.0222 0.8325 0.9449  -0.24
6 C 1.3915 0.5015 0.4209  0.41
7 N 1.5328 -0.3983 -0.5838  -0.34
8 O 2.3307 1.0966 0.9241  -0.61
9 H -2.5088 -1.2266 0.2539  0.38
10 H -0.3944 1.7006 0.3864  0.26
11 H 0.0778 1.1242 1.9928  0.27
12 H 2.4700 -0.5037 -0.9470  0.24
13 H 0.7421 -0.6209 -1.1816  0.24

Forces on atoms 1 to 3 (eV/Å):
H -0.08 0.13 -0.02
N -0.27 -0.06 0.29
C -0.03 -0.07 -0.22



No. 4
The following is a quantum chemistry calculation of the molecule C3H6N2O2, from the Open Molecules 2025 dataset.

Its total charge is 0. Its relative energy (zero: lowest compared OMol25 entry of this formula, charge and spin) is 43.85 kcal/mol. The LUMO energy comes out at 0.452 eV. Its SMILES is NC(=O)NCC=O. The energy is -377.8895 a.u. For the HOMO energy, the calculation gives -0.3525 hartree.

Each line ends with the Mulliken charge.
CARTESIAN COORDINATES (ANGSTROEM)
1 N 0.2059 -2.0368 -0.0219  -0.40
2 C 1.1389 -1.0233 0.0360  0.56
3 O 2.3355 -1.2188 -0.0494  -0.64
4 N 0.6568 0.1636 0.4020  -0.17
5 C -0.6894 0.6601 0.5090  -0.60
6 C -0.8919 1.6320 -0.7095  0.22
7 O -1.9730 1.8863 -1.1592  -0.43
8 H 0.6736 -2.8552 -0.1893  0.24
9 H -0.6694 -1.8248 -0.3445  0.19
10 H 1.3252 0.8989 0.4942  0.21
11 H -1.4066 -0.1242 0.5609  0.33
12 H -0.6737 1.3856 1.2798  0.27
13 H -0.0317 2.4566 -0.8082  0.22

Forces on atoms 1 to 3 (eV/Å):
N 1.80 2.00 1.24
C 0.25 -0.95 0.81
O 0.26 -0.24 -0.34